This record from the Open Molecules 2025 dataset describes the molecule C3H5N3. The level of theory is ωB97M-V/def2-TZVPD.

Structure (XYZ):
```
11
Properties=species:S:1:pos:R:3:forces:R:3
H -0.608093 -2.053740 0.331069 0.1 0.1 -0.1
H -0.016107 1.372655 -2.063799 0.0 -0.2 0.2
N -0.655083 3.065557 0.793160 0.3 -0.8 -0.6
C 0.189664 -1.536563 0.879761 0.0 -0.2 -0.1
C -0.383257 2.047169 0.318287 -0.2 0.9 0.4
H 0.100306 -1.812793 1.934773 0.0 -0.1 -0.2
H 1.161933 -1.908269 0.531010 -0.1 0.2 -0.1
H 0.335981 -0.283243 -1.917480 -0.1 0.0 0.2
N 0.058119 -0.104972 0.840528 -0.2 0.4 0.0
N -0.099888 0.530002 -1.510290 0.1 -0.1 0.0
C -0.083574 0.684196 -0.137019 0.0 -0.1 0.4
```
Positions in Å, forces in eV/Å.

- SMILES string: C/N=C(\N)C#N
- HOMO: -9.8 eV
- Charge: 0
- LUMO: 0.0220 Ha
- HOMO-LUMO gap: 0.381 hartree
- E_tot: -7661.283 eV
- Energy above the lowest of the compared OMol25 structures with the same formula, charge and spin: 1.1728 eV

Partial charges, natural (NBO), in e: number 1, H, carries 0.1953; number 2, H, carries 0.4034; number 3, N, carries -0.2858; number 4, C, carries -0.4479; number 5, C, carries 0.2261; number 6, H, carries 0.2127; number 7, H, carries 0.1974; number 8, H, carries 0.3980; number 9, N, carries -0.4279; number 10, N, carries -0.8119; number 11, C, carries 0.3405

This record from the Open Molecules 2025 dataset describes the molecule C3H5N3. The level of theory is ωB97M-V/def2-TZVPD.

Structure (XYZ):
```
11
Properties=species:S:1:pos:R:3:forces:R:3
H 0.312510 2.358681 -1.180788 0.0 -0.3 0.1
H -0.696328 2.106175 0.251479 0.1 0.0 0.0
C 0.803781 -0.583592 0.138632 0.5 -0.8 0.5
H -1.411229 -2.921591 0.401188 -0.5 0.5 -0.3
N 0.162649 0.370205 -0.476676 -0.8 -0.6 0.2
N 0.477745 -1.787446 0.461572 -3.0 -0.3 -0.6
N -1.719230 -0.904593 -0.342288 1.2 -0.3 0.4
C 0.236674 1.806550 -0.236986 -0.2 -0.1 0.0
H 1.069465 2.119347 0.411125 -0.2 -0.4 -0.1
H 1.844530 -0.635508 0.512665 0.2 1.2 -0.4
C -1.159529 -1.896434 0.116778 2.6 1.0 0.3
```
Positions in Å, forces in eV/Å.

- HOMO (alpha / beta): -9.3 / -9.1 eV
- Charge: 0
- LUMO (alpha / beta): -0.0441 / -0.0525 Ha
- HOMO-LUMO gap (alpha / beta): 0.297 / 0.281 hartree
- E_tot: -7657.616 eV
- Energy above the lowest of the compared OMol25 structures with the same formula, charge and spin: 4.8395 eV

Partial charges, natural (NBO), in e: number 1, H, carries 0.2071; number 2, H, carries 0.2231; number 3, C, carries 0.1926; number 4, H, carries 0.2558; number 5, N, carries -0.3303; number 6, N, carries -0.4582; number 7, N, carries -0.1897; number 8, C, carries -0.4344; number 9, H, carries 0.2042; number 10, H, carries 0.2649; number 11, C, carries 0.0649